(1)
ORCA calculation (ωB97M-V/def2-TZVPD) on C46H37ClFN4O2S2Sc as an isolated structure.

DFT total energy, hartree: -4261.91730
Total charge: -2
ΔE to the lowest compared entry with this formula, charge and spin, kJ/mol: 273.01
Orbital gap, eV: 4.268
Spin multiplicity: 1
LUMO, eV: 3.959

Last column: Löwdin charge in e.
Cartesian coordinates (Å):
Sc 0.4355 0.1740 -0.5913  0.881
Cl 5.2660 -3.7005 3.2515  0.587
S 0.0516 -2.3219 0.2570  0.613
S 0.5866 -4.9495 -1.0617  0.834
F -6.7643 3.6591 1.2612  -0.042
O 0.9215 -0.6911 -2.2501  -0.232
O 2.4409 0.1767 -0.1080  -0.150
N -0.7441 -3.0799 -2.2680  -0.061
N -1.6411 -2.1075 -2.4638  0.071
N 0.5644 0.3559 1.8838  0.058
N -0.4282 2.7914 1.2094  0.124
C -0.3482 -0.9636 -4.2168  -0.094
C 3.7964 -5.4509 -2.4705  -0.065
C 2.0014 -0.3980 -4.3339  -0.063
C 2.5904 -0.9912 1.9537  -0.170
C 4.8298 -2.3172 0.9440  -0.112
C 4.4725 -5.3450 -3.6765  -0.112
C -1.0019 2.1713 2.2654  -0.169
C -5.0561 2.7685 -0.1648  -0.067
C -2.5675 0.0203 0.3901  -0.092
C -2.0607 4.5335 1.4026  -0.047
C -2.6215 3.9424 2.4984  -0.022
C 2.3199 -4.4810 -0.6756  -0.446
C -0.3199 2.1104 -1.6864  -0.189
C -0.4966 0.8964 2.6459  -0.214
C -2.0819 2.7349 2.9869  -0.165
C -4.3242 0.9963 1.8460  -0.089
C -2.1037 0.8414 4.4623  -0.098
C -2.5918 2.0697 4.1252  -0.069
C -3.6045 0.9241 0.6079  -0.338
C -0.1509 -3.3031 -1.1671  -1.054
C -1.6514 3.4233 -4.9811  -0.121
C 3.0243 -0.7029 0.6295  -0.384
C -2.7960 -0.4387 -3.6820  -0.022
C -0.5084 3.4743 -5.7690  -0.139
C -0.4049 -0.8873 -5.6028  -0.037
C 0.7527 2.6063 -3.9040  -0.066
C -5.3525 1.8951 2.0559  -0.079
C 0.6956 3.0557 -5.2102  -0.116
C 3.3007 -1.8983 2.7488  -0.073
C 1.9279 -0.3593 -5.7138  -0.115
C -4.0266 1.8740 -0.3824  -0.067
C -0.3886 2.5445 -3.0843  -0.304
C 4.1634 -1.4043 0.1625  -0.011
C 3.1273 -4.3549 -1.9302  -0.292
C 4.3969 -2.5533 2.2495  -0.678
C 3.1464 -3.1472 -2.6238  -0.023
C -1.0776 0.2424 3.7073  -0.029
C 4.4805 -4.1388 -4.3646  -0.108
C 0.8676 -0.6833 -3.5578  -0.334
C -0.9384 3.9255 0.8075  -0.143
C 3.8132 -3.0415 -3.8362  -0.068
C -5.7163 2.7744 1.0518  -0.327
C -1.5565 -1.2440 -3.3969  -0.289
C 1.4318 -0.3496 2.5211  -0.103
C -1.5921 2.9721 -3.6719  -0.083
C 0.7203 -0.5955 -6.3610  -0.115
H -3.4011 2.5214 4.6866  0.110
H -3.4947 4.3647 2.9818  0.115
H 1.3265 -0.4608 3.6034  0.125
H -3.2923 -0.8257 -4.5788  0.073
H -0.5521 3.8300 -6.7915  0.077
H 1.7001 2.2779 -3.4914  0.108
H -0.7758 -0.7737 3.9271  0.112
H -5.8821 1.9235 3.0032  0.101
H 5.6859 -2.8554 0.5582  0.103
H 2.6091 -2.2948 -2.2197  0.099
H -1.2349 2.3903 -1.1575  0.014
H -4.0403 0.3143 2.6402  0.094
H -2.2809 -0.7077 1.1358  0.008
H -2.5346 0.2964 5.2936  0.098
H -2.6014 3.7522 -5.3901  0.088
H 3.7713 -6.3975 -1.9410  0.104
H -2.1644 -0.0908 -0.6067  -0.016
H -2.4967 2.9601 -3.0724  0.093
H 2.9497 -2.1060 3.7530  0.109
H 3.7881 -2.1029 -4.3746  0.077
H 1.6003 3.0774 -5.8089  0.091
H 0.6564 -0.5492 -7.4412  0.084
H 0.5402 2.6069 -1.2099  0.041
H -3.4881 -0.5146 -2.8445  0.076
H 4.9974 -4.0580 -5.3137  0.088
H 2.9291 -0.1898 -3.8117  0.117
H -2.5413 0.6056 -3.8626  0.058
H 2.8179 -0.1306 -6.2908  0.095
H -5.3556 3.4733 -0.9335  0.100
H -2.4749 5.4368 0.9748  0.099
H 4.9813 -6.2089 -4.0893  0.088
H -0.4581 4.3911 -0.0481  0.107
H 2.2482 -3.5351 -0.1389  0.015
H 4.4813 -1.2158 -0.8555  0.116
H -1.3484 -1.0817 -6.1012  0.106
H 2.7095 -5.2473 -0.0057  0.072
H -3.5062 1.8809 -1.3341  0.075

Cartesian forces (eV/Å) of the 3 atoms listed first:
-0.589 0.185 0.540
0.004 -0.020 0.012
-0.424 0.311 -0.067



(2)
ORCA calculation (ωB97M-V/def2-TZVPD) on C46H37GeN6Re as an isolated structure.

DFT total energy, hartree: -4258.81654
Total charge: -1
ΔE to the lowest compared entry with this formula, charge and spin, kJ/mol: 10.90
<S²>: 0.762
Orbital gap (spin up / spin down), eV: 5.412 / 5.622
Spin multiplicity: 2
LUMO (spin up / spin down), eV: 2.525 / 2.518

Last column: Löwdin charge in e.
Cartesian coordinates (Å):
Re -0.9513 -0.9368 -0.7656  1.177
Ge 1.8417 1.3390 -0.6821  0.886
N -2.2529 -2.9078 -0.4556  -0.010
N -1.8399 -3.7662 0.4980  -0.078
N -2.4131 1.3086 0.6880  -0.059
N -2.6013 0.5030 -0.3942  -0.039
N -1.8116 -1.1332 -8.2901  0.105
N -1.1925 -1.2283 1.4022  -0.080
C 3.3540 2.8925 -4.3548  -0.102
C 2.1874 3.1322 -5.0674  -0.102
C -2.4231 -1.2742 -3.5053  -0.176
C -1.6735 -1.1196 -7.1452  -0.225
C 0.8952 2.3653 -3.1894  -0.119
C 5.7857 -0.4173 1.3164  -0.107
C 0.0940 3.2025 2.6769  -0.098
C 0.7372 2.3212 1.8201  -0.102
C 3.2879 2.3918 -3.0594  -0.106
C -1.1787 -1.0508 -2.8590  -0.318
C 4.6834 1.4112 0.2071  -0.119
C -3.4526 2.2223 5.3940  -0.068
C -3.7108 -4.6122 -0.2736  -0.060
C 3.5127 0.6629 0.0872  -0.266
C 1.1031 2.7043 0.5287  -0.259
C 1.6419 -3.2478 2.7298  -0.055
C -2.6957 -4.7989 0.6331  -0.066
C 0.9557 2.8645 -4.4828  -0.086
C -2.7311 2.6644 -1.0203  -0.046
C -0.1076 -0.8488 -3.7748  -0.144
C 2.0607 2.1300 -2.4565  -0.277
C 0.8017 -2.1698 2.5155  -0.039
C -1.6728 -0.3874 2.3516  -0.229
C 0.8080 4.0018 0.1174  -0.107
C -2.3273 0.8260 2.0268  -0.127
C 0.5330 -0.0293 -0.7502  -0.457
C 5.8142 0.8766 0.8112  -0.106
C -2.4637 2.6033 0.3305  -0.071
C 0.2187 -4.6361 1.4272  0.011
C -0.6354 -3.5634 1.2326  -0.139
C -1.5073 -1.1051 -5.7264  -0.279
C -2.8160 1.3337 4.3584  -0.309
C -2.5949 -1.3097 -4.8777  -0.072
C -0.1850 4.4981 2.2552  -0.119
C -2.8960 1.6281 3.0070  -0.013
C 0.1761 4.8971 0.9754  -0.109
C -2.1617 0.1541 4.6982  -0.064
C -0.2538 -0.8667 -5.1443  -0.063
C -0.3621 -2.2853 1.7460  -0.273
C -2.8094 1.3309 -1.4222  -0.149
C -3.3849 -3.4141 -0.9239  -0.127
C 1.3745 -4.5007 2.1861  -0.286
C 3.4994 -0.6365 0.5964  -0.108
C 2.3262 -5.6539 2.3610  -0.064
C -1.6287 -0.6793 3.7364  -0.023
C 4.6254 -1.1721 1.2102  -0.092
H 1.0686 4.3210 -0.8863  0.093
H 1.7920 -6.5968 2.4898  0.071
H 2.5978 -1.2353 0.4962  0.073
H 2.5417 -3.1041 3.3190  0.107
H -4.5699 -5.2394 -0.4326  0.088
H 6.7162 1.4714 0.8929  0.094
H 4.5933 -2.1827 1.6004  0.092
H 4.2098 2.1870 -2.5264  0.084
H -2.2697 3.3799 1.0498  0.107
H -2.0842 -0.1341 5.7421  0.106
H -2.8094 3.5467 -1.6307  0.094
H 1.0520 -1.1997 2.9272  0.115
H -2.9413 0.9208 -2.4099  0.089
H 2.2374 3.5103 -6.0811  0.094
H -1.1612 -1.6033 4.0470  0.101
H -2.9242 2.1553 6.3466  0.069
H -3.4384 3.2677 5.0800  0.069
H -4.4956 1.9512 5.5804  0.073
H 0.0425 3.0208 -5.0439  0.102
H 2.9798 -5.7645 1.4922  0.078
H -0.6886 5.1895 2.9207  0.096
H -3.5782 -1.4778 -5.3027  0.105
H -3.9221 -2.9024 -1.7002  0.089
H 0.9291 1.3051 2.1518  0.097
H 0.6042 -0.6934 -5.7839  0.108
H 0.8799 -0.6659 -3.3702  0.071
H 6.6662 -0.8339 1.7907  0.093
H -0.2091 2.8724 3.6635  0.101
H -3.3213 -1.3825 -2.9065  0.058
H 4.3182 3.0830 -4.8108  0.094
H -0.0415 5.9045 0.6391  0.095
H -3.4283 2.5210 2.6992  0.116
H -0.0681 2.1160 -2.7538  0.092
H -0.0185 -5.5861 0.9603  0.120
H 2.9625 -5.5068 3.2345  0.070
H -2.5226 -5.5606 1.3733  0.121
H 4.7179 2.4315 -0.1613  0.095

Cartesian forces (eV/Å) of the 3 atoms listed first:
0.198 0.249 0.462
-0.042 -0.007 0.161
-0.124 -0.238 -0.050



(3)
ORCA calculation (ωB97M-V/def2-TZVPD) on C46H37KN4O3P2S5Sb as an isolated structure.

DFT total energy, hartree: -5733.81007
Total charge: -2
ΔE to the lowest compared entry with this formula, charge and spin, kJ/mol: 66.70
<S²>: 0.764
Orbital gap (spin up / spin down), eV: 4.230 / 6.411
Spin multiplicity: 2
LUMO (spin up / spin down), eV: 3.783 / 3.781

Last column: Löwdin charge in e.
Cartesian coordinates (Å):
Sb 2.5261 -2.7181 -2.4028  0.070
K -0.0206 -1.3024 -0.0778  0.470
S -1.9281 0.9048 0.9056  0.949
S 1.4308 -3.9263 -0.8257  -0.181
S 0.2079 -0.2223 -3.1414  0.570
S 3.9984 -1.1684 -1.6882  -0.175
S 3.0110 -3.7002 -4.3719  -0.247
P -3.1181 -2.0929 0.2018  1.121
P -0.5752 1.4053 4.4557  1.072
O -1.2061 0.0773 -3.2358  -0.317
O 0.5136 -1.6911 -3.2290  -0.521
O -1.4071 -0.3546 1.5702  -0.698
N 2.7008 2.2229 -7.9602  0.069
N 1.2330 1.8579 -0.1921  0.155
N 0.8997 0.2188 -1.8001  -0.238
N 0.6074 2.4754 -2.4163  0.129
C 0.9353 4.1653 -0.7878  -0.086
C -5.6409 -0.7594 0.2957  -0.105
C 1.3584 0.4278 2.7104  -0.114
C -5.2757 -5.2441 -1.4318  -0.097
C 0.7776 1.8961 -6.5097  -0.046
C -5.5054 -4.7892 -2.7198  -0.108
C -2.1130 -3.5190 2.3357  -0.081
C -1.7002 4.7448 1.4093  -0.144
C 0.9561 0.5058 -4.5639  -0.288
C 1.2092 3.1479 0.1104  -0.151
C -1.7953 3.4727 0.9408  -0.187
C -5.9841 1.4702 1.1191  -0.087
C -1.0485 3.8655 3.5688  -0.188
C -4.5046 -3.8354 3.6951  -0.096
C -4.1624 -3.1730 -0.8655  -0.368
C 2.1214 1.6635 -6.8022  -0.332
C -3.2711 -2.9466 1.8199  -0.358
C -3.1780 0.2174 4.2705  -0.061
C -3.3411 -4.3980 4.2046  -0.093
C -2.0734 0.5077 5.0685  -0.361
C 2.2904 0.2587 -4.8472  -0.050
C 2.1063 -0.5339 2.0410  -0.113
C -1.1536 2.5197 3.1707  -0.379
C -3.7600 0.5731 0.9410  -0.332
C -4.3427 -0.3025 4.8168  -0.082
C -4.4074 -0.5889 6.1747  -0.113
C -6.4974 0.2928 0.6115  -0.096
C 2.8660 0.8425 -5.9657  -0.025
C 0.1998 1.3251 -5.3906  -0.067
C -4.6077 1.6156 1.2748  -0.079
C 0.3945 0.0717 3.6552  -0.385
C -3.3061 -0.3402 6.9800  -0.111
C 0.6372 3.7501 -2.0691  -0.146
C -2.1433 -4.2384 3.5250  -0.077
C -2.1565 0.2203 6.4279  -0.128
C -4.3798 -2.7351 -2.1763  -0.097
C -5.0519 -3.5274 -3.0914  -0.089
C -1.6176 2.3223 1.7812  -0.445
C -4.6097 -4.4410 -0.5093  -0.084
C -4.4664 -3.1092 2.5137  -0.104
C 1.9311 -1.8794 2.3514  -0.127
C 0.2475 -1.2749 3.9756  -0.105
C -4.2649 -0.6441 0.4670  -0.320
C 0.9042 1.5637 -1.4750  -0.445
C 1.0197 -2.2399 3.3375  -0.103
C -1.3401 4.9631 2.7814  -0.134
H -5.3142 -1.0035 6.6006  0.090
H -3.1333 0.4132 3.2082  0.065
H -5.4400 -3.9452 4.2310  0.097
H -1.2276 -4.6614 3.9185  0.098
H -4.4389 -4.8137 0.4929  0.095
H -2.0224 3.3140 -0.1105  0.105
H -1.1705 -3.3967 1.8151  0.091
H -7.5648 0.1750 0.4662  0.094
H -5.6087 -6.2319 -1.1366  0.094
H -0.5105 -1.5824 4.6877  0.096
H 0.1854 2.5295 -7.1619  0.100
H 2.4868 -2.6357 1.8112  0.080
H -4.1809 2.5341 1.6593  0.105
H 3.9098 0.6455 -6.1849  0.112
H 1.4775 1.4689 2.4359  0.083
H 2.7998 -0.2496 1.2575  0.087
H 1.4222 3.3939 1.1490  0.108
H -6.6429 2.2869 1.3905  0.097
H -3.9977 -1.7693 -2.4919  0.112
H -6.0552 -1.6876 -0.0806  0.099
H -1.8505 5.5770 0.7314  0.086
H -0.8334 1.5164 -5.1381  0.107
H -1.3114 0.4561 7.0666  0.087
H -5.2005 -3.1682 -4.1020  0.099
H -3.3663 -4.9472 5.1382  0.095
H 0.8840 -3.2887 3.5790  0.093
H -1.2301 5.9629 3.1803  0.069
H 3.7064 2.2838 -7.9105  0.073
H 0.4005 4.4687 -2.8511  0.101
H 0.9164 5.2011 -0.4834  0.091
H -3.3453 -0.5592 8.0408  0.088
H -5.3776 -2.6626 2.1304  0.100
H 2.3082 3.1174 -8.2111  0.072
H -0.6864 4.0440 4.5773  0.068
H -6.0171 -5.4175 -3.4386  0.091
H 2.9011 -0.3625 -4.2024  0.036
H -5.1943 -0.4894 4.1754  0.098

Cartesian forces (eV/Å) of the 3 atoms listed first:
0.149 -0.497 -0.247
0.632 -1.022 -0.062
-0.378 -0.675 -0.307



(4)
ORCA calculation (ωB97M-V/def2-TZVPD) on C46H37N2O3P2S3SbSe4Ti as an isolated structure.

DFT total energy, hartree: -14683.05044
Total charge: 0
ΔE to the lowest compared entry with this formula, charge and spin, kJ/mol: 245.64
<S²>: 2.015
Orbital gap (spin up / spin down), eV: 5.839 / 5.437
Spin multiplicity: 3
LUMO (spin up / spin down), eV: -0.540 / -0.842

Last column: Löwdin charge in e.
Cartesian coordinates (Å):
Sb 5.1909 -0.8550 0.0611  0.259
Se 5.9273 -0.1359 2.2277  -0.231
Se 2.6397 -0.3781 -0.0959  0.246
Se 4.8990 -3.5285 0.5483  -0.025
Se 2.7449 -3.8230 0.9987  0.247
Ti 0.4410 -0.4141 -0.2700  0.094
S 0.8712 0.1267 -5.4556  0.979
S 0.9859 1.8352 0.7399  0.735
S -1.4412 1.8957 -4.8841  0.996
P 0.2465 -0.8156 2.1894  1.055
P -1.0541 1.1871 -1.2812  1.014
O 1.8546 2.8531 0.1776  -0.418
O 0.0832 -4.3741 -0.9881  0.045
O -0.4372 -1.7464 -1.0721  -0.178
N -0.4151 0.1150 -3.1408  -0.188
N 0.5573 -0.8241 -2.9732  0.045
C -3.1849 -0.1590 -0.4332  -0.108
C -0.2805 2.6070 -2.1467  -0.378
C -3.6119 -0.5968 3.5593  -0.069
C -0.6112 2.6461 1.0340  -0.317
C -3.3481 0.1991 -2.7955  -0.087
C 1.2494 -1.9669 3.1942  -0.409
C -4.2906 -0.9822 -0.4687  -0.059
C 3.4289 -2.3768 4.1396  -0.089
C -4.9242 -1.2316 -1.6740  -0.072
C -0.3601 0.6480 -4.3227  -0.859
C -1.9992 -2.3839 2.1852  -0.109
C -2.2974 -0.2580 3.2887  -0.077
C 0.7626 -3.1162 3.8038  -0.104
C -3.3048 -2.7216 2.4847  -0.083
C 1.5383 1.5825 5.2307  -0.049
C 2.9387 -3.5259 4.7412  -0.076
C 1.3682 1.7020 2.4969  -0.373
C -0.3385 2.4365 -6.2248  -0.476
C 1.6156 -3.8941 4.5688  -0.087
C -2.0838 4.1627 2.1283  -0.061
C -0.1886 4.9010 -2.8365  -0.077
C -0.8316 3.5814 2.0271  -0.043
C 3.6866 -3.4987 -2.8412  -0.109
C 2.2331 2.5662 4.5385  -0.043
C -2.8541 2.8908 0.2375  -0.081
C 2.1326 2.6446 3.1602  -0.054
C 1.0804 2.4773 -2.4358  -0.134
C 1.1692 4.7777 -3.0880  -0.074
C 0.7527 0.6497 3.1627  -0.353
C 0.2556 1.1839 -6.8235  -0.500
C -4.4539 -0.6342 -2.8295  -0.069
C 3.3824 -4.7925 -2.4313  -0.111
C -2.6982 0.4465 -1.5949  -0.313
C 1.5076 -2.7735 -2.1076  -0.163
C 1.2317 -4.0660 -1.6377  -0.356
C 2.7402 -2.5032 -2.7127  -0.070
C -1.6008 2.2935 0.1239  -0.333
C 2.5889 -1.6066 3.3604  -0.186
C -4.1078 -1.8348 3.1855  -0.086
C 0.8227 0.6110 4.5553  -0.066
C 1.8050 3.5600 -2.8984  -0.062
C -0.9125 3.8278 -2.3491  -0.109
C -1.4774 -1.1678 2.6285  -0.355
C -3.0910 3.8093 1.2433  -0.063
C 2.1645 -5.0810 -1.8515  -0.075
C 0.4997 -1.7110 -2.0070  -0.509
H -1.3743 -3.0595 1.6067  0.115
H 1.0922 1.4046 -7.4837  0.081
H 0.4146 3.1047 -5.8018  0.078
H -2.2743 4.8853 2.9065  0.106
H -0.9599 2.9819 -6.9324  0.082
H 1.7384 5.6356 -3.4199  0.105
H 4.1199 -5.5739 -2.5295  0.109
H -5.7767 -1.8922 -1.7079  0.104
H 1.2403 -4.7950 5.0300  0.105
H 2.9956 -0.7258 2.8748  0.052
H 1.5916 1.5457 6.3072  0.109
H 4.4590 -2.0659 4.2530  0.082
H 0.3385 -0.1931 5.0933  0.124
H -1.9091 0.7086 3.5873  0.106
H -4.9396 -0.8307 -3.7728  0.106
H -3.7024 -3.6744 2.1717  0.112
H 1.5955 1.5219 -2.2944  0.085
H 4.6622 -3.2724 -3.2509  0.108
H 2.6450 3.3999 2.5833  0.124
H -0.5033 0.6101 -7.3590  0.076
H -3.0059 0.6534 -3.7098  0.014
H -2.6929 0.0272 0.5200  0.090
H -1.9646 3.9379 -2.1248  0.110
H 3.5950 -4.1378 5.3393  0.106
H -3.6415 2.6307 -0.4590  0.113
H 1.9172 -6.0719 -1.5062  0.121
H 2.8650 3.4554 -3.0845  0.117
H 2.9399 -1.4896 -3.0473  0.107
H -0.6842 5.8479 -3.0004  0.104
H -4.0653 4.2675 1.3280  0.106
H -4.2493 0.1071 4.0721  0.107
H -0.2711 -3.4064 3.6927  0.093
H 2.8509 3.2719 5.0714  0.112
H -0.0314 3.8512 2.7012  0.111
H -5.1238 -2.1065 3.4343  0.107
H -0.4385 -3.5569 -0.8769  0.079
H -4.6460 -1.4413 0.4412  0.091

Cartesian forces (eV/Å) of the 3 atoms listed first:
0.672 -0.314 0.186
-0.209 -0.001 -0.195
2.557 0.022 0.255



> Which value of ΔE to the lowest compared entry with this formula, charge and spin does entry 4 give?

245.64 kJ/mol